No. 1
Here is a structure of composition C45H31IrN4O7S2 at a distorted geometry from OMol25. Energies are from ωB97M-V with the def2-TZVPD basis set.

total charge = -2

Cartesian coordinates (Å):
Ir (0.35050, -0.32502, -0.26596)
C (6.72085, 1.00623, 3.88925)
C (6.88858, 0.24240, 2.74471)
C (5.81237, -0.02560, 1.91707)
C (4.53943, 0.44500, 2.23293)
C (4.38193, 1.20660, 3.39270)
C (5.46183, 1.49421, 4.20557)
C (3.35408, 0.14473, 1.40177)
C (3.13991, 0.88817, 0.22297)
C (4.04631, 1.83561, -0.30950)
C (3.41488, 2.43935, -1.36917)
C (2.12861, 1.85252, -1.46540)
C (1.11036, 2.30063, -2.32459)
C (1.39266, 3.44060, -3.20619)
C (2.30373, 3.33830, -4.25610)
C (2.51093, 4.40447, -5.11108)
C (1.82483, 5.59394, -4.91921)
C (0.93347, 5.71347, -3.86255)
C (0.71073, 4.64438, -3.01763)
C (-0.18713, 1.76908, -2.39307)
N (-0.62711, 0.66564, -1.73734)
C (-1.89021, 0.41369, -2.17799)
C (-2.68492, -0.67839, -1.80896)
C (-4.04212, -0.73108, -2.35663)
C (-4.50220, -1.82440, -3.09029)
C (-5.79873, -1.84953, -3.57088)
C (-6.65614, -0.78469, -3.33350)
C (-6.20559, 0.30612, -2.60233)
C (-4.91356, 0.33511, -2.11582)
C (-2.31464, -1.64982, -0.85686)
C (-3.16635, -2.71156, -0.43988)
C (-2.57946, -3.28075, 0.65181)
C (-1.36357, -2.57607, 0.88215)
N (-1.22639, -1.59176, -0.05449)
C (-0.53770, -2.74693, 1.99992)
C (0.69951, -2.09024, 2.18788)
C (1.59216, -2.38386, 3.24487)
C (2.68626, -1.56966, 3.08070)
C (2.45070, -0.79487, 1.91657)
N (1.24255, -1.14201, 1.37509)
C (-1.03638, -3.54680, 3.11929)
C (-1.40641, -4.88830, 2.99902)
C (-1.96297, -5.56453, 4.06690)
C (-2.16498, -4.92461, 5.28037)
C (-1.77261, -3.60092, 5.42167)
C (-1.20990, -2.92505, 4.36053)
C (-2.26327, 1.38440, -3.14119)
C (-1.20235, 2.23814, -3.27030)
N (1.98435, 0.90381, -0.49713)
H (7.57372, 1.23629, 4.51579)
H (7.87146, -0.13941, 2.49470)
H (5.93711, -0.61410, 1.01972)
H (3.40069, 1.59032, 3.63410)
H (5.33568, 2.11378, 5.08445)
H (5.03021, 2.02833, 0.07423)
H (3.79174, 3.21676, -2.00821)
H (2.82026, 2.40034, -4.40323)
H (3.20186, 4.30683, -5.94102)
H (1.99806, 6.42795, -5.58532)
H (0.41259, 6.64953, -3.70819)
H (0.01624, 4.70932, -2.19295)
H (-3.81631, -2.63649, -3.28285)
H (-6.14413, -2.70207, -4.14501)
H (-7.67400, -0.81571, -3.70285)
H (-6.86909, 1.13948, -2.40941)
H (-4.55520, 1.14962, -1.50573)
H (-4.09960, -2.98850, -0.89492)
H (-2.95065, -4.10534, 1.22984)
H (1.43128, -3.13344, 3.99682)
H (3.57376, -1.52579, 3.68529)
H (-1.23584, -5.38799, 2.05726)
H (-2.24514, -6.60379, 3.95510)
H (-2.63540, -5.44849, 6.10074)
H (-1.92259, -3.08846, 6.36224)
H (-0.92695, -1.88758, 4.45791)
H (-3.20608, 1.41151, -3.65514)
H (-1.12495, 3.09196, -3.91542)
O (1.36973, -3.37285, -3.05497)
S (0.41309, -2.74682, -2.14644)
O (0.03156, -3.66653, -1.07710)
O (1.21722, -1.56729, -1.49596)
O (-0.72331, -2.18807, -2.87800)
C (-2.15030, 2.56870, 2.38150)
S (-1.68240, 2.04627, 0.68772)
O (-1.22810, 3.24199, 0.01194)
O (-2.89601, 1.46171, 0.16526)
O (-0.58824, 1.08210, 1.02055)
H (-2.70120, 3.49715, 2.30984)
H (-1.24780, 2.68259, 2.96334)
H (-2.76978, 1.76602, 2.75463)

Atom charges from the Mulliken analysis, given in e for atoms 1 to 4: 1.65 -0.26 -0.81 0.11

=====

No. 2
Here is a structure of composition C45H32Cl5N6NbO6S at a distorted geometry from OMol25. Energies are from ωB97M-V with the def2-TZVPD basis set.

total charge = +2

Cartesian coordinates (Å):
Nb (0.00000, 0.00000, 0.00000)
Cl (-2.10490, 1.96460, 2.30990)
C (-2.85480, 1.44270, 0.84520)
C (-2.05780, 0.70180, -0.02390)
C (-2.59900, 0.27220, -1.18000)
Cl (-1.38300, -0.54670, -1.92270)
C (-3.90840, 0.52100, -1.56550)
Cl (-4.48060, -0.08870, -3.07910)
C (-4.72200, 1.26610, -0.69940)
Cl (-6.37050, 1.60750, -1.13190)
C (-4.19100, 1.73320, 0.52040)
Cl (-5.16760, 2.65890, 1.61870)
O (3.60500, 0.60560, -4.66930)
C (3.06190, -0.63790, -4.66970)
O (3.34570, -1.43910, -5.55600)
C (2.14550, -0.97440, -3.59440)
C (1.49220, -2.18690, -3.42180)
N (0.73010, -2.07680, -2.28930)
N (0.82650, -0.88050, -1.69320)
C (1.67710, -0.24700, -2.49530)
C (1.93990, 1.07730, -2.05360)
O (2.73190, 1.81540, -2.70970)
O (1.25890, 1.22160, -1.01340)
H (3.31360, 1.18880, -3.90560)
H (1.51060, -3.09680, -4.00350)
H (0.12420, -2.76900, -1.86530)
C (3.79530, -10.99230, 7.74830)
O (4.19670, -10.67230, 6.42240)
C (3.67670, -9.53360, 5.87420)
C (4.10760, -9.25850, 4.57700)
C (3.65190, -8.12260, 3.90050)
C (2.75310, -7.23420, 4.50590)
C (2.32450, -7.51930, 5.81050)
C (2.78230, -8.65940, 6.48900)
C (2.30240, -6.05280, 3.75810)
N (2.67750, -5.72500, 2.53280)
C (2.02480, -4.55540, 2.22080)
C (1.22220, -4.14980, 3.28400)
N (1.41630, -5.11360, 4.23890)
C (0.43800, -2.97360, 3.23150)
C (-0.39570, -2.49050, 4.24920)
C (-1.09650, -1.30760, 4.01920)
C (-0.93800, -0.66170, 2.79470)
N (-0.14150, -1.10300, 1.79420)
C (0.51030, -2.22530, 2.03850)
C (1.27200, -2.59500, 1.00780)
N (1.18580, -1.74600, -0.00400)
C (1.93490, -2.06020, -1.08710)
C (2.75440, -3.18340, -1.18150)
C (2.82020, -4.05510, -0.09620)
C (2.05830, -3.76290, 1.04330)
H (4.29940, -11.92000, 8.03590)
H (2.71600, -11.16920, 7.80190)
H (4.10410, -10.21320, 8.45320)
H (4.80520, -9.93170, 4.08450)
H (4.00660, -7.93340, 2.88820)
H (1.62980, -6.87000, 6.33370)
H (2.41930, -8.83290, 7.49670)
H (0.98020, -5.13020, 5.14680)
H (-0.50380, -3.00980, 5.19450)
H (-1.75480, -0.89130, 4.77410)
H (-1.46800, 0.26260, 2.57970)
H (1.85810, -1.35780, -1.91290)
H (3.32740, -3.37170, -2.08260)
H (3.44660, -4.94200, -0.12860)
O (0.74220, 1.68410, 0.80380)
S (1.04270, 1.73220, 2.31070)
C (2.85260, 1.88270, 2.06190)
C (3.55200, 2.20450, 3.35400)
C (3.46840, 1.32180, 4.44410)
C (4.12440, 1.61820, 5.64260)
C (4.86750, 2.79560, 5.76190)
C (4.95690, 3.67840, 4.68230)
C (4.30370, 3.38540, 3.48140)
C (0.63260, 3.52450, 2.55770)
C (0.20470, 4.30290, 1.32870)
C (1.13050, 4.65070, 0.32800)
C (0.72510, 5.38720, -0.78890)
C (-0.60650, 5.78450, -0.92080)
C (-1.53490, 5.45070, 0.06750)
C (-1.13290, 4.71810, 1.18930)
H (3.08070, 2.63960, 1.29120)
H (3.23910, 0.91130, 1.68720)
H (2.89770, 0.40490, 4.36350)
H (4.05720, 0.93410, 6.47860)
H (5.37500, 3.02350, 6.69020)
H (5.53320, 4.58970, 4.77540)
H (4.38340, 4.07980, 2.65390)
H (1.46540, 4.06080, 3.05740)
H (-0.20330, 3.51430, 3.28910)
H (2.16760, 4.37410, 0.40790)
H (1.44660, 5.65360, -1.55050)
H (-0.91730, 6.35550, -1.78640)
H (-2.56620, 5.76200, -0.03430)
H (-1.86810, 4.47240, 1.94530)
H (-0.70770, 0.67930, 1.53590)

Atom charges from the Mulliken analysis, given in e for atoms 1 to 4: 0.13 -0.28 1.21 0.12

=====

no.,LUMO (eV),Kohn-Sham gap (eV)
1,3.973,5.56
2,-7.232,4.87